No. 1
C24H19Cl3NO2OsPSe2 as an isolated structure at a distorted geometry, computed with the ωB97M-V functional and the def2-TZVPD basis.

Structure (ORCA input):
```
! RIJCOSX wB97M-V def2-TZVPD def2/J DEFGRID3
* xyz 2 5
Os 0.7541 -0.7801 -0.9756
Cl 1.2471 1.5102 -7.8104
C 0.7758 1.0056 -6.2536
C 1.7548 0.7409 -5.2930
C 1.3605 0.3179 -4.0507
Cl 2.5494 0.0321 -2.8245
C 0.0000 0.1604 -3.6865
O -0.3958 -0.2465 -2.5158
C -0.9642 0.5017 -4.6781
Cl -2.6140 0.4240 -4.2463
C -0.5769 0.8888 -5.9402
H 2.8007 0.8863 -5.5248
H -1.3248 1.1166 -6.6870
O 2.1945 -1.4685 0.4862
C 2.5427 -2.8671 0.4063
C 2.1028 -3.4355 -0.9134
C 2.5705 -4.6696 -1.3292
C 2.1886 -5.1531 -2.5691
C 1.3270 -4.3963 -3.3546
C 0.8758 -3.1917 -2.8642
N 1.2649 -2.7074 -1.6712
H 2.2710 -1.1856 1.4019
H 2.0598 -3.4184 1.2178
H 3.6247 -2.9657 0.5005
H 3.2316 -5.2396 -0.6900
H 2.5603 -6.1054 -2.9223
H 1.0138 -4.7370 -4.3304
H 0.1764 -2.5865 -3.4255
Se -0.4753 -1.3365 2.8709
P -0.7437 0.7374 2.2536
Se -0.1173 1.1437 0.1146
C 0.1909 1.8656 3.3135
C 0.5234 3.1266 2.8217
C 1.2144 4.0087 3.6332
C 1.5717 3.6347 4.9236
C 1.2049 2.3930 5.4215
C 0.5146 1.4991 4.6183
C -2.5095 1.0890 2.4055
C -3.1407 0.7149 3.5946
C -4.4914 0.9733 3.7500
C -5.2049 1.5792 2.7243
C -4.5685 1.9515 1.5475
C -3.2150 1.7107 1.3804
H 0.2466 3.4156 1.8160
H 1.4744 4.9892 3.2586
H 2.1434 4.3161 5.5389
H 1.4565 2.1231 6.4381
H 0.2339 0.5274 5.0060
H -2.5843 0.2252 4.3851
H -4.9893 0.7002 4.6703
H -6.2658 1.7551 2.8407
H -5.1252 2.4240 0.7498
H -2.7150 2.0029 0.4671
*
```

Summary:
M = 838.90 g mol⁻¹
Energy above the lowest of the compared OMol25 structures with the same formula, charge and spin = 34.7 kcal/mol
Frontier orbital gap (spin up / spin down) = 7.69 / 4.19 eV

No. 2
C24H19F6GaN4O7PS3 as an isolated structure at a distorted geometry, computed with the ωB97M-V functional and the def2-TZVPD basis.

Structure (ORCA input):
```
! RIJCOSX wB97M-V def2-TZVPD def2/J DEFGRID3
* xyz 1 1
Ga -1.6314 -0.4953 1.0061
F -2.6461 -1.6983 4.9321
C -3.6527 -2.3743 4.3944
F -3.4503 -3.6673 4.5126
F -4.7908 -2.0184 4.9433
S -3.7367 -1.9672 2.5752
O -2.2688 -1.8912 2.2061
O -4.5271 -2.9369 1.9211
N -4.3336 -0.5301 2.4116
S -3.6191 0.7748 2.8888
O -2.2031 0.7834 2.3646
O -3.7251 1.1877 4.2365
C -4.5315 1.9813 1.8223
F -5.7930 2.0055 2.1662
F -3.9709 3.1692 1.9946
F -4.3975 1.6126 0.5493
O 3.4410 0.2665 -4.3913
S 3.8343 1.4462 -5.1509
O 4.9650 2.1561 -4.6010
O 3.7215 1.3412 -6.5775
C 2.4856 2.6148 -4.7351
N 2.4729 3.8711 -5.2025
C 1.4962 4.6539 -4.7918
C 0.5082 4.2451 -3.8867
C 0.6127 2.9379 -3.4769
N 1.5848 2.1341 -3.9095
C -0.2088 2.2276 -2.4750
C -0.9421 2.8333 -1.4538
C -1.4850 2.0590 -0.4545
N -1.3633 0.7166 -0.4713
C -0.7325 0.1121 -1.5165
C -0.1379 0.8254 -2.5056
H 1.4959 5.6674 -5.1783
H -0.2761 4.9168 -3.5665
H -1.0158 3.9092 -1.3785
H -1.9747 2.4971 0.4002
H -0.6656 -0.9697 -1.4894
H 0.4336 0.3405 -3.2862
C 1.0309 -0.3032 3.2347
P 0.6256 -0.9597 1.6039
C 0.7451 -2.7528 1.6303
C 1.0822 -3.4474 2.7865
C 1.0196 -4.8350 2.8013
C 0.6183 -5.5272 1.6708
C 0.2741 -4.8381 0.5131
C 0.3252 -3.4566 0.4983
C 1.7291 -0.2559 0.3877
C 2.3843 -1.0291 -0.5768
C 3.1177 -0.4059 -1.5773
C 3.2233 0.9777 -1.6202
C 2.6037 1.7450 -0.6380
C 1.8524 1.1385 0.3533
H 1.9584 -0.7706 3.5643
H 0.2295 -0.4990 3.9464
H 1.1800 0.7726 3.1600
H 1.3953 -2.9258 3.6807
H 1.2811 -5.3721 3.7025
H 0.5627 -6.6070 1.6897
H -0.0386 -5.3778 -0.3700
H 0.0362 -2.9266 -0.4058
H 2.3278 -2.1087 -0.5510
H 3.6136 -0.9970 -2.3349
H 3.7842 1.4444 -2.4192
H 2.7050 2.8227 -0.6556
H 1.3612 1.7570 1.0991
*
```

Summary:
M = 786.32 g mol⁻¹
Energy above the lowest of the compared OMol25 structures with the same formula, charge and spin = 27.5 kcal/mol
Frontier orbital gap = 4.52 eV

No. 3
C24H19N4O4Pt as an isolated structure at a distorted geometry, computed with the ωB97M-V functional and the def2-TZVPD basis.

Structure (ORCA input):
```
! RIJCOSX wB97M-V def2-TZVPD def2/J DEFGRID3
* xyz 3 5
Pt -0.7211 0.0241 0.0768
C -2.9003 1.6212 2.4606
C -2.0187 0.5965 3.0748
C -2.0126 0.4740 4.5012
C -1.3141 -0.5334 5.1146
C -0.6293 -1.4423 4.3176
C -0.6210 -1.2599 2.9264
N -1.2844 -0.2254 2.3288
C 0.0445 -2.1879 2.0515
C 0.6398 -3.4011 2.4984
C 1.1872 -4.2700 1.5684
C 1.1310 -3.9416 0.2277
C 0.5071 -2.7221 -0.1651
N 0.0209 -1.8951 0.7473
C 0.2698 -2.3381 -1.5448
C 0.7549 -3.0570 -2.6229
C 0.4212 -2.6408 -3.9100
C -0.4064 -1.5576 -4.0681
C -0.9061 -0.8650 -2.9402
C -1.8878 0.2431 -3.1239
N -0.5261 -1.2450 -1.7178
H -3.9118 1.5025 2.8571
H -2.9453 1.5395 1.3828
H -2.5812 2.6279 2.7456
H -2.5891 1.1837 5.0828
H -1.3153 -0.6381 6.1917
H -0.1170 -2.2773 4.7733
H 0.6688 -3.6562 3.5490
H 1.6321 -5.2031 1.8862
H 1.5512 -4.6110 -0.5108
H 1.3841 -3.9243 -2.4794
H 0.7923 -3.1808 -4.7705
H -0.6939 -1.2175 -5.0561
H -2.7612 -0.1392 -3.6555
H -1.4694 1.0412 -3.7391
H -2.2267 0.6532 -2.1813
O -1.5044 4.4292 -0.3943
C -1.0171 3.2984 -0.5162
O -1.4614 2.1388 -0.4282
C 0.5152 3.4749 -0.8977
C 1.0096 4.4311 -1.7755
C 2.3210 4.2691 -2.2216
C 3.0778 3.1641 -1.8416
C 2.5275 2.2625 -0.9444
C 1.2946 2.4692 -0.3877
N 3.1615 0.9752 -0.6162
O 2.3967 0.0755 -0.2163
O 4.3399 0.8408 -0.7791
H 0.3980 5.2481 -2.1326
H 2.7364 5.0006 -2.9003
H 4.0704 2.9982 -2.2405
H 0.9681 1.8475 0.4149
*
```

Summary:
M = 622.52 g mol⁻¹
Frontier orbital gap (spin up / spin down) = 7.84 / 4.58 eV

No. 4
C24H19N6OS2Tc as an isolated structure, computed with the ωB97M-V functional and the def2-TZVPD basis.

Structure (ORCA input):
```
! RIJCOSX wB97M-V def2-TZVPD def2/J DEFGRID3
* xyz 1 2
Tc -0.7320 -0.7367 -1.0211
N 2.2007 -0.3875 -4.1526
C 1.5044 -0.4887 -3.0182
S -0.2776 -0.5443 -3.2048
N 2.1383 -0.5133 -1.8834
N 1.2967 -0.6269 -0.8082
C 1.7914 -0.5770 0.3895
C 3.2273 -0.3944 0.6756
C 3.6288 0.6772 1.4717
C 4.9738 0.8757 1.7400
C 5.9174 -0.0073 1.2348
C 5.5182 -1.0807 0.4495
C 4.1781 -1.2698 0.1576
C 0.8107 -0.6980 1.4910
C 1.1908 -0.8497 2.8153
C 0.2092 -0.9954 3.7850
C -1.1222 -0.9893 3.4093
C -1.4302 -0.8504 2.0662
N -0.4910 -0.7114 1.1378
H 1.7322 -0.3317 -5.0386
H 3.2037 -0.3129 -4.1147
H 2.8905 1.3654 1.8672
H 5.2837 1.7167 2.3454
H 6.9665 0.1414 1.4528
H 6.2550 -1.7689 0.0579
H 3.8655 -2.0949 -0.4674
H 2.2382 -0.8667 3.0767
H 0.4873 -1.1218 4.8224
H -1.9154 -1.1061 4.1333
H -2.4534 -0.8616 1.7129
C -5.0969 -1.3181 -1.5190
C -5.6098 -0.0518 -1.2779
C -4.7405 0.9811 -0.9890
C -3.3723 0.7376 -0.9444
N -2.8838 -0.4980 -1.1778
C -3.7323 -1.4961 -1.4619
C -2.3480 1.7461 -0.6491
C -2.6391 3.0925 -0.4423
C -1.6182 3.9916 -0.1907
C -0.3025 3.5496 -0.1508
C -0.0090 2.2083 -0.3536
C -1.0250 1.2886 -0.6074
H -5.7372 -2.1575 -1.7467
H -6.6758 0.1268 -1.3165
H -5.1169 1.9748 -0.7989
H -3.2888 -2.4630 -1.6411
H -3.6591 3.4511 -0.4842
H -1.8460 5.0371 -0.0341
H 0.4993 4.2536 0.0314
H 1.0291 1.8988 -0.3346
O -2.5512 -4.3106 0.4383
S -1.3425 -4.0251 -0.3099
N -1.0199 -2.6085 -0.6228
*
```

Summary:
M = 569.59 g mol⁻¹
Frontier orbital gap (spin up / spin down) = 6.92 / 6.65 eV

No. 5
A 2-piece molecular cluster, C24H20BF6N4O8S overall at a distorted geometry, computed with the ωB97M-V functional and the def2-TZVPD basis.

Structure (ORCA input):
```
! RIJCOSX wB97M-V def2-TZVPD def2/J DEFGRID3
* xyz -1 1
C -0.8913 1.8843 -5.6141
C -1.0196 1.7297 -4.1514
C -1.8555 2.4398 -3.3089
C -1.6971 2.0828 -1.9301
C -0.7071 1.1335 -1.7759
B -0.1255 0.5600 -0.3601
C -1.2819 -0.5889 -0.2457
C -1.0674 -1.8733 -0.7147
C -2.1448 -2.7614 -0.7419
C -1.9448 -4.1641 -1.2462
F -3.1245 -4.7823 -1.5498
F -1.1758 -4.1892 -2.3782
F -1.3200 -4.9462 -0.3134
C -3.4022 -2.3840 -0.2972
C -3.5504 -1.1253 0.2703
C -4.8550 -0.7251 0.8953
F -4.6595 0.0309 2.0205
F -5.6162 0.0311 0.0411
F -5.6100 -1.8046 1.2589
C -2.4967 -0.2188 0.2902
O 1.1792 0.0339 -0.4872
C 2.2337 0.9536 -0.7520
C 1.9282 2.4602 -0.4391
C 3.1823 3.0657 0.1790
C 1.6413 3.2020 -1.7289
C 0.7125 2.6752 0.5255
O -0.2643 1.6666 0.5276
S -0.1021 0.5270 -3.2694
H -1.6162 2.6332 -5.9460
H 0.1173 2.2206 -5.8878
H -1.0947 0.9249 -6.1052
H -2.5444 3.1945 -3.6876
H -2.3117 2.4898 -1.1338
H -0.0932 -2.1687 -1.1031
H -4.2434 -3.0677 -0.3456
H -2.6349 0.7802 0.7009
H 3.0685 0.5975 -0.1200
H 2.5053 0.8257 -1.8167
H 3.0239 4.1337 0.3704
H 3.4365 2.5872 1.1321
H 4.0321 2.9467 -0.5072
H 1.5394 4.2790 -1.5377
H 2.4412 3.0453 -2.4653
H 0.7043 2.8445 -2.1670
H 1.0537 2.7054 1.5798
H 0.2190 3.6379 0.2886
O 3.7344 -4.6124 3.5193
N 3.7956 -3.3786 3.6204
O 4.7708 -2.7939 4.1498
C 2.7351 -2.4968 3.1503
C 2.9373 -1.1254 3.2549
C 1.8948 -0.2276 2.9203
N 2.1303 1.1771 3.1328
O 3.3067 1.5803 3.2374
O 1.1379 1.9618 3.1865
C 0.6555 -0.6469 2.3948
C 0.4374 -2.0155 2.4066
N -0.7855 -2.7133 2.4643
O -1.9385 -2.3243 2.5420
O -0.4597 -4.0545 2.6915
N 0.9059 -4.2188 2.8871
C 1.4198 -2.9695 2.7440
H 3.8892 -0.7204 3.5939
H -0.1353 0.0557 2.1512
*
```

Summary:
M = 649.31 g mol⁻¹
Energy above the lowest of the compared OMol25 structures with the same formula, charge and spin = 10.9 kcal/mol
Frontier orbital gap = 4.77 eV

No. 6
C24H20Br2CeN2O5S as an isolated structure at a distorted geometry, computed with the ωB97M-V functional and the def2-TZVPD basis.

Structure (ORCA input):
```
! RIJCOSX wB97M-V def2-TZVPD def2/J DEFGRID3
* xyz -1 2
Ce 9.7783 8.6337 9.4252
C 6.2995 11.0956 7.7510
C 5.9962 11.6563 6.4714
C 4.9612 12.5862 6.3932
C 4.3568 13.0817 7.5205
C 4.7300 12.5637 8.7680
C 5.7009 11.6294 8.8847
H 6.9561 10.1912 7.8672
H 6.6152 11.4598 5.6078
H 4.6592 12.9204 5.3976
H 3.6327 13.9022 7.3797
H 4.3818 13.1804 9.6475
H 6.0838 11.2360 9.8498
O 7.1329 8.2399 5.9515
C 8.1144 7.9193 6.6157
O 8.2279 7.9136 7.9573
C 9.4188 7.3551 5.9867
C 10.0719 6.2651 6.8897
C 11.1149 5.5733 6.0574
C 12.1534 6.6866 5.7999
C 11.6821 7.8662 6.6761
O 10.9414 7.1270 7.7553
C 10.5256 8.5278 5.9316
C 10.2252 9.9723 6.4604
O 10.1611 10.9268 5.6760
O 10.0829 10.0699 7.7686
H 9.2499 6.8864 5.0247
H 9.3656 5.6229 7.4438
H 11.5325 4.7366 6.5924
H 10.6876 5.1554 5.1470
H 13.1517 6.4074 6.1307
H 12.2056 6.9511 4.7674
H 12.5660 8.4242 7.0260
H 10.7898 8.7211 4.8873
Br 16.9141 8.0555 10.2508
C 15.0495 8.0723 10.2892
C 14.2656 6.8863 10.1723
C 12.9155 7.0776 10.0980
N 12.3258 8.2785 10.2937
C 13.0929 9.3665 10.5890
C 14.4864 9.2778 10.5607
C 12.4041 10.5216 10.9167
C 12.8429 11.6326 11.6992
C 12.0625 12.7608 11.9598
Br 12.7772 14.1001 13.0163
C 10.7038 12.7077 11.6138
C 10.3609 11.6484 10.8567
N 11.1490 10.6758 10.3713
H 14.6678 5.8683 10.0762
H 12.2105 6.2782 10.0067
H 15.0729 10.1319 10.8455
H 13.8187 11.7574 12.0538
H 9.9859 13.5496 11.7443
H 9.2856 11.5156 10.6384
S 7.9392 9.3749 10.9747
*
```

Summary:
M = 748.42 g mol⁻¹
Frontier orbital gap (spin up / spin down) = 4.90 / 6.96 eV